DFT (ωB97M-V with the def2-TZVPD basis set) results for a 3-piece molecular cluster, C29H49BrN3O2 overall at a distorted geometry.

The geometry in ORCA input format:
```
! RIJCOSX wB97M-V def2-TZVPD def2/J DEFGRID3
* xyz 1 1
Br 8.0099 -1.1205 2.0552
O 3.0146 -4.4275 2.7348
O 3.9463 -5.6775 1.1021
N 0.3288 6.6794 1.6933
N -6.0517 -4.1940 -1.4575
N 4.6648 -0.7302 -0.4981
C -0.8329 5.8311 -0.4201
C -0.3415 5.9410 2.7552
C -0.0397 8.0818 1.5552
C -0.0123 -1.7526 -0.8142
C -6.7854 -4.6825 -2.6167
C 0.8811 -0.5694 -0.7851
C 0.3538 0.6200 -0.0657
C 1.1223 1.9760 0.0598
C 3.3936 -1.2856 -0.6490
C -8.2577 -4.9509 -2.3367
C -6.1075 -5.0283 -0.2642
C 3.7183 -4.5892 1.5218
C 0.4377 5.9826 0.4196
C 5.4470 -2.6170 0.9138
C -1.8316 -0.6444 0.5666
C 3.0818 -2.5625 -0.0055
C -0.9717 0.5529 0.5982
C -4.7378 -3.6620 -1.7881
C -5.6239 -6.4760 -0.3833
C -1.3156 -1.8161 -0.1592
C -1.8713 5.8858 2.7293
C 2.2816 -0.5327 -1.4836
C 5.6799 -1.3312 0.2369
C 7.0749 -0.6203 0.3653
C 4.1218 -3.2487 0.8191
C 0.1429 8.8881 2.8337
C 8.0566 -0.9261 -0.8384
C 9.1134 0.2507 -0.9470
C -3.7006 -4.6322 -2.3572
H 0.3515 -2.6729 -1.3415
H -2.8546 -4.0693 -2.7629
H 0.0476 4.9174 2.7837
H 2.5928 0.5559 -1.5008
H -4.1020 -5.2429 -3.1673
H -0.0360 6.3706 3.7135
H -5.5558 -4.5380 0.5445
H 0.6016 8.5374 0.7943
H 2.0990 -3.0758 -0.0847
H -1.3778 1.4280 1.1738
H 0.8697 4.9900 0.5870
H -7.1421 -5.0467 0.0900
H 8.5956 1.1495 -1.3777
H -1.5053 5.0794 -0.0046
H 1.1808 6.5099 -0.1897
H 6.2314 -3.1466 1.5037
H -1.0742 8.2003 1.2040
H -2.8231 -0.6885 1.0899
H 2.2499 -0.9144 -2.5374
H 1.1608 8.7936 3.2185
H -0.5694 5.4974 -1.4277
H 9.5184 0.5432 0.0635
H 0.9970 2.6185 -0.8643
H 6.9424 0.5000 0.4204
H 4.8851 0.1701 -0.9368
H 2.2167 1.8102 0.2539
H -0.0418 9.9459 2.6332
H -1.9244 -2.7582 -0.2002
H -4.5357 -6.5410 -0.3915
H 9.9924 -0.0552 -1.5844
H 7.4245 -0.9981 -1.7698
H -1.3782 6.7705 -0.5217
H 8.5609 -1.9165 -0.7023
H -5.9696 -7.0479 0.4818
H -6.3311 -5.5914 -3.0356
H -4.3139 -3.1715 -0.9049
H 0.7343 2.5900 0.9170
H -0.5552 8.5805 3.6151
H -8.7708 -5.2045 -3.2671
H -8.7466 -4.0702 -1.9145
H 2.0917 -4.1747 2.5172
H -2.3220 6.8600 2.5327
H -6.0096 -6.9741 -1.2746
H -2.2402 5.5493 3.7018
H -6.7420 -3.9219 -3.4027
H -3.3002 -5.2926 -1.5866
H -4.8755 -2.8539 -2.5155
H -8.3978 -5.7895 -1.6513
H -2.2393 5.1761 1.9881
*
```

Output
calculated total energy: -109466.324 eV
Kohn-Sham gap: 5.01 eV
M: 551.63 g mol⁻¹